No. 1
{"formula": "C24H48Br4O8", "method": "wB97M-V/def2-TZVPD", "elements": ["C", "C", "O", "C", "C", "O", "H", "H", "H", "H", "H", "H", "H", "H", "C", "C", "O", "C", "C", "O", "H", "H", "H", "H", "H", "H", "H", "H", "C", "C", "C", "O", "H", "H", "H", "H", "H", "H", "C", "C", "C", "O", "H", "H", "H", "H", "H", "H", "C", "C", "C", "O", "H", "H", "H", "H", "H", "H", "C", "C", "C", "O", "H", "H", "H", "H", "H", "H", "Br", "C", "C", "Br", "H", "H", "H", "H", "Br", "C", "C", "Br", "H", "H", "H", "H"], "coordinates": [[2.5656, 17.9801, -5.9998], [1.5449, 18.2860, -4.9826], [2.2857, 19.2636, -4.1567], [1.8508, 20.5545, -4.1036], [2.4882, 21.4244, -3.0454], [0.9380, 21.0188, -4.7975], [3.6047, 17.9134, -5.6774], [2.5531, 18.6981, -6.8198], [2.2330, 17.0470, -6.4546], [0.6047, 18.6319, -5.4119], [1.3631, 17.4608, -4.2940], [3.4049, 20.9373, -2.7130], [1.8368, 21.4216, -2.1715], [2.7788, 22.4229, -3.3719], [14.4862, 16.6049, -3.7367], [13.2905, 15.9998, -2.9355], [13.2631, 16.4425, -1.5648], [13.9957, 15.8217, -0.6631], [13.4980, 16.2247, 0.7300], [15.0449, 15.1092, -0.7985], [14.3227, 16.4261, -4.7994], [15.4217, 16.1457, -3.4171], [14.6137, 17.6840, -3.6508], [12.3703, 16.2545, -3.4613], [13.4551, 14.9391, -3.1248], [14.3683, 16.2788, 1.3840], [12.8906, 15.3507, 0.9650], [12.9725, 17.1749, 0.6344], [-0.8819, 27.0076, -8.0167], [0.3282, 27.8078, -7.5908], [0.3243, 28.4470, -6.2106], [1.3351, 27.8188, -8.2491], [-0.7247, 26.4720, -8.9529], [-1.6771, 27.7469, -8.1127], [-1.1550, 26.3204, -7.2159], [1.2838, 28.9432, -6.0648], [0.1468, 27.6758, -5.4611], [-0.4851, 29.1699, -6.1081], [9.0403, 30.1693, -8.6696], [9.6914, 30.8863, -9.8319], [10.8815, 30.2250, -10.4137], [9.2124, 31.8997, -10.3073], [7.9513, 30.1222, -8.6795], [9.3254, 30.3444, -7.6322], [9.3238, 29.1317, -8.8463], [10.5703, 29.4393, -11.1021], [11.5768, 29.7860, -9.6982], [11.4656, 30.8164, -11.1188], [7.0989, 22.7004, -6.2694], [7.7904, 22.6811, -4.9654], [8.2716, 21.3814, -4.3104], [7.8638, 23.7138, -4.2990], [6.5123, 23.6164, -6.3403], [6.4492, 21.8308, -6.3687], [7.7899, 22.8100, -7.1052], [8.7332, 21.6014, -3.3477], [8.9521, 20.8350, -4.9634], [7.4246, 20.7116, -4.1620], [10.5451, 27.1358, 1.1064], [10.1211, 28.5764, 1.0802], [9.2683, 29.0568, -0.1269], [10.4701, 29.3543, 1.9629], [9.6954, 26.4542, 1.0670], [11.0019, 26.9260, 2.0736], [11.2906, 26.8112, 0.3806], [8.4650, 28.3670, -0.3858], [9.8707, 29.2347, -1.0177], [8.8763, 30.0427, 0.1229], [4.6052, 14.1128, 0.9020], [5.7405, 15.6684, 0.9651], [5.2476, 16.6157, 2.0247], [6.3435, 18.2292, 2.2335], [5.6304, 16.1440, -0.0094], [6.7548, 15.2752, 1.0335], [5.1030, 16.2225, 3.0310], [4.2584, 16.9927, 1.7648], [3.6434, 23.0298, -13.6819], [3.6029, 24.8337, -14.4908], [4.8050, 25.5613, -13.8928], [6.4788, 24.8998, -14.8432], [2.6305, 25.2712, -14.2648], [3.5249, 24.7637, -15.5758], [4.8622, 25.2833, -12.8404], [4.7796, 26.6505, -13.9272]], "forces_ev_per_a": [[-0.2, -1.1, -2.1], [1.2, 0.9, 1.2], [-1.4, 1.6, 0.7], [-2.1, 0.9, -1.3], [1.2, -1.2, 0.2], [1.7, -1.4, 1.0], [-0.3, -0.2, 0.5], [-0.1, 0.3, 0.1], [0.5, -0.3, -0.3], [0.2, 0.4, 0.3], [0.0, 0.0, -0.1], [0.1, 0.0, 0.1], [-0.2, 0.3, -0.2], [-0.6, -0.1, -0.2], [-0.3, 0.2, 0.4], [1.9, 0.6, -1.9], [-0.7, -1.0, -1.6], [4.4, -1.3, 1.7], [0.8, -0.6, -1.3], [-4.3, 2.3, -0.6], [0.0, -0.3, 0.0], [-0.1, -0.1, -0.1], [-0.3, 0.1, 0.3], [-0.2, 0.3, 0.7], [-0.3, -0.3, 1.1], [-0.3, 0.0, 0.1], [-0.4, 0.4, 0.6], [-0.2, -0.3, 0.4], [0.0, 0.6, 0.2], [0.4, -0.9, 0.6], [-0.3, 0.2, -0.4], [0.3, 0.3, -0.5], [0.1, 0.2, 0.1], [-0.4, -0.2, -0.1], [-0.1, 0.0, 0.0], [-0.1, -0.1, 0.1], [0.1, 0.0, 0.1], [-0.1, 0.1, 0.0], [-0.2, -1.7, -0.1], [-1.0, 1.6, 0.4], [1.2, -0.5, -1.1], [0.4, -0.6, 0.2], [0.0, 0.7, -0.3], [0.4, 0.7, -0.3], [0.0, -0.3, 0.3], [-0.4, -0.5, 0.3], [-0.3, 0.0, 0.2], [-0.2, 0.7, 0.4], [-0.4, 0.3, -0.7], [0.2, 1.1, 2.6], [-0.1, 0.2, -0.7], [0.1, -1.0, -0.9], [-0.2, -0.1, 0.3], [0.2, 0.0, -0.3], [0.2, -0.6, 0.0], [0.0, 0.0, -0.2], [0.2, 0.0, 0.0], [-0.2, 0.0, 0.0], [0.2, -0.8, 1.1], [0.3, 1.2, -0.2], [0.3, 0.4, 0.9], [-0.6, -1.0, -1.2], [-0.2, 0.1, -0.4], [0.1, 0.2, 0.1], [-0.2, 0.4, -0.4], [0.1, 0.0, 0.1], [0.3, -0.4, 0.0], [-0.2, -0.1, 0.1], [-0.3, -0.3, 0.1], [0.3, 0.3, -0.6], [-0.7, 0.4, 0.6], [0.0, -0.4, -0.2], [0.1, 0.0, 0.1], [-0.1, 0.3, 0.4], [0.5, -0.3, -0.2], [0.1, 0.0, -0.3], [-0.4, 0.3, -0.6], [-0.2, -0.1, 0.2], [0.2, -0.5, -0.5], [-1.1, 0.7, 0.8], [0.2, 0.1, 0.8], [0.8, -0.3, 0.1], [0.4, 0.0, -0.2], [0.0, -0.1, -0.5]], "lowdin_charge": [-0.0918, -0.1927, -0.0416, -0.4930, 0.0111, 0.0572, 0.0856, 0.0848, 0.0801, 0.1232, 0.1219, 0.0746, 0.0915, 0.0890, -0.0719, -0.1894, -0.0020, -0.4975, 0.0190, 0.0348, 0.0714, 0.0704, 0.0715, 0.1147, 0.1189, 0.0859, 0.0903, 0.0838, -0.0234, -0.5090, -0.0245, 0.0654, 0.0834, 0.0828, 0.0825, 0.0818, 0.0821, 0.0789, -0.0272, -0.4958, -0.0428, 0.0660, 0.0833, 0.0856, 0.0683, 0.0923, 0.0862, 0.0841, -0.0300, -0.4837, -0.0216, 0.0392, 0.0872, 0.0842, 0.0906, 0.0800, 0.0776, 0.0765, -0.0372, -0.4623, -0.0219, 0.0508, 0.0807, 0.0782, 0.0857, 0.0740, 0.0782, 0.0740, 0.6353, -0.7182, -0.7183, 0.5911, 0.0536, 0.0556, 0.0514, 0.0492, 0.5787, -0.6657, -0.6325, 0.5194, 0.0561, 0.0535, 0.0324, 0.0581], "gap_ev": 9.69, "smiles": "CCOC(C)=O.CCOC(C)=O.CC(C)=O.CC(C)=O.CC(C)=O.CC(C)=O.BrCCBr.BrCCBr", "de_lowest_kcal_mol": 21.3}

***

No. 2
{"formula": "C24H48Cl8O5", "method": "wB97M-V/def2-TZVPD", "elements": ["C", "C", "C", "O", "C", "H", "H", "H", "H", "H", "H", "H", "H", "C", "C", "C", "O", "C", "H", "H", "H", "H", "H", "H", "H", "H", "C", "C", "C", "O", "C", "H", "H", "H", "H", "H", "H", "H", "H", "C", "C", "C", "O", "C", "H", "H", "H", "H", "H", "H", "H", "H", "C", "C", "C", "O", "C", "H", "H", "H", "H", "H", "H", "H", "H", "C", "Cl", "Cl", "H", "H", "C", "Cl", "Cl", "H", "H", "C", "Cl", "Cl", "H", "H", "C", "Cl", "Cl", "H", "H"], "coordinates": [[-2.3909, 3.9725, -0.6622], [-3.7563, 4.1520, -0.1026], [-3.3121, 4.5880, 1.3449], [-1.9915, 5.1438, 1.2534], [-1.5597, 5.1025, -0.1186], [-2.5494, 3.9652, -1.7406], [-1.9975, 2.9902, -0.4008], [-4.3125, 3.2191, -0.1953], [-4.3251, 4.8959, -0.6605], [-3.3686, 3.7212, 2.0033], [-3.9611, 5.3835, 1.7113], [-0.5066, 4.8246, -0.1637], [-1.6957, 6.0483, -0.6431], [2.6954, -2.6886, -3.2591], [2.5878, -3.8774, -2.2955], [3.6732, -3.6111, -1.2704], [4.4626, -2.5025, -1.7836], [4.2249, -2.3624, -3.1561], [2.0747, -1.8219, -3.0319], [2.4452, -3.0297, -4.2637], [2.9849, -4.7353, -2.8381], [1.6253, -4.0916, -1.8311], [4.3273, -4.4687, -1.1133], [3.2459, -3.3443, -0.3037], [4.8717, -3.0994, -3.6321], [4.5403, -1.4139, -3.5908], [-2.5614, -1.0536, 2.4814], [-3.9358, -1.5110, 2.7355], [-4.4376, -1.8813, 1.3964], [-3.8827, -0.8911, 0.5060], [-2.6742, -0.3864, 1.1513], [-1.8183, -1.8428, 2.3669], [-2.2005, -0.4764, 3.3327], [-4.4883, -0.6721, 3.1588], [-3.9514, -2.3179, 3.4682], [-5.5216, -1.7703, 1.4220], [-4.1699, -2.8452, 0.9636], [-2.7818, 0.6953, 1.2317], [-1.8457, -0.6812, 0.5073], [-1.3661, -5.6451, -1.1382], [-1.6405, -4.2171, -0.5950], [-1.8284, -3.3818, -1.8548], [-2.4071, -4.2846, -2.8257], [-1.9127, -5.5903, -2.5656], [-1.8381, -6.4705, -0.6053], [-0.2875, -5.8020, -1.1426], [-0.7969, -3.9039, 0.0200], [-2.5917, -4.2230, -0.0628], [-0.8596, -3.0904, -2.2606], [-2.3666, -2.4556, -1.6534], [-1.1550, -5.8285, -3.3121], [-2.6662, -6.3475, -2.7827], [2.2710, 1.1731, 0.3735], [1.9821, -0.2377, -0.1188], [0.7343, 0.0443, -1.0152], [-0.0168, 1.0237, -0.2159], [0.9306, 1.9973, 0.2203], [2.9922, 1.7029, -0.2488], [2.7534, 1.2195, 1.3499], [1.8191, -0.9207, 0.7149], [2.7739, -0.6686, -0.7314], [0.1568, -0.8749, -1.1144], [0.9674, 0.3737, -2.0277], [0.5938, 2.4839, 1.1356], [1.0059, 2.7886, -0.5256], [4.1144, 4.7788, 1.5265], [2.3438, 4.7983, 1.2332], [4.9359, 5.8952, 0.4044], [4.2944, 5.0982, 2.5530], [4.4844, 3.7590, 1.4211], [2.1560, -4.0952, 3.0707], [2.2719, -2.2837, 3.0591], [1.8124, -4.6605, 1.4266], [3.0399, -4.5930, 3.4695], [1.2930, -4.3810, 3.6721], [1.9884, 5.3182, -2.3237], [0.7136, 4.2143, -2.8877], [1.2330, 6.8870, -2.1538], [2.4625, 4.9986, -1.3957], [2.7352, 5.3702, -3.1160], [-0.2346, 3.8743, 3.7182], [-1.2068, 2.3620, 4.0048], [1.3892, 3.6927, 4.3970], [-0.1288, 4.0900, 2.6550], [-0.7088, 4.6858, 4.2702]], "forces_ev_per_a": [[0.0, -0.5, -2.2], [0.2, 0.2, 1.5], [-1.2, 0.4, -0.8], [-0.1, -0.1, -0.1], [0.1, -1.1, 0.3], [0.8, 0.1, -0.3], [0.3, 0.1, 0.2], [-0.1, 0.0, 0.5], [0.1, 0.3, 0.3], [0.4, 0.1, 0.2], [-0.1, -0.1, 0.3], [0.1, 0.3, 0.2], [-0.2, 0.2, 0.1], [0.8, -0.3, -0.9], [0.8, -0.1, -0.3], [0.4, 1.1, 0.3], [0.1, 0.2, 1.3], [-1.1, -0.9, 0.0], [0.1, 0.0, 0.3], [-0.1, 0.2, -0.1], [-0.7, -0.3, -0.2], [0.0, 0.1, -0.3], [0.1, -0.1, -0.1], [0.3, 0.4, -0.1], [-0.3, -0.4, -0.7], [-0.2, 0.3, 0.7], [1.8, -0.1, 0.6], [-0.1, -1.0, 1.5], [-1.0, 0.7, -1.3], [0.1, -0.1, 0.9], [-0.2, 0.5, -1.2], [-0.2, -0.5, 0.2], [0.1, 0.5, -0.4], [-0.3, 0.0, -0.2], [-0.2, -0.1, 0.0], [-0.2, -0.2, -0.6], [0.1, -0.4, 0.6], [0.2, 0.1, -0.2], [0.1, 0.6, 0.0], [0.1, 0.4, -0.3], [-0.3, -0.8, -0.2], [1.0, -0.8, -0.2], [-0.7, 0.7, 0.7], [0.3, -0.2, -0.7], [0.1, 0.3, 0.3], [0.0, -0.2, 0.0], [-0.3, 0.3, 0.2], [0.2, 0.1, 0.4], [0.3, 0.2, 0.0], [-0.6, -0.3, -0.4], [0.5, 0.2, 0.0], [-0.5, 0.3, 0.3], [0.4, 1.5, -0.1], [-0.4, 0.7, -1.2], [-0.2, -0.5, 2.2], [0.2, -0.8, -1.2], [0.6, -1.1, 0.2], [0.2, -0.3, -0.3], [-0.5, -0.1, 0.3], [-0.5, 0.0, -0.2], [0.3, 0.1, 0.1], [-0.5, 0.2, 0.0], [0.2, 0.5, 0.1], [-0.2, -0.4, 0.1], [0.3, -0.1, -0.2], [0.2, -0.1, 0.5], [-0.3, 0.0, -0.1], [0.2, 0.0, -0.1], [-0.1, 0.2, -0.1], [0.0, 0.0, -0.4], [-0.6, 0.6, 0.1], [0.2, -1.2, 0.3], [0.1, -0.3, 0.1], [0.1, 0.5, -0.3], [0.1, 0.3, 0.0], [0.2, -0.2, -0.6], [0.2, -0.5, 0.1], [0.2, 0.7, 0.3], [-0.4, 0.0, 0.0], [-0.1, 0.0, 0.1], [0.1, -0.2, 0.4], [0.2, 0.7, -0.4], [0.1, -0.1, 0.1], [-0.3, -0.2, 0.2], [-0.1, -0.2, -0.3]], "lowdin_charge": [-0.2165, -0.1621, -0.1778, -0.1551, -0.1967, 0.1128, 0.1106, 0.1092, 0.1056, 0.0951, 0.1065, 0.0752, 0.1139, -0.1403, -0.1685, -0.2142, -0.1683, -0.2102, 0.0939, 0.1015, 0.1078, 0.0896, 0.1123, 0.0470, 0.1099, 0.1167, -0.2012, -0.2027, -0.2107, -0.1435, -0.1750, 0.1114, 0.0944, 0.1246, 0.1198, 0.1151, 0.1044, 0.1127, 0.0999, -0.1539, -0.1567, -0.1825, -0.1337, -0.2199, 0.1046, 0.0887, 0.0792, 0.0964, 0.1019, 0.1173, 0.1069, 0.1097, -0.1703, -0.1559, -0.1616, -0.1745, -0.2264, 0.0865, 0.0874, 0.0512, 0.0939, 0.0916, 0.1117, 0.0752, 0.0418, -1.0185, 0.4184, 0.3513, -0.0119, -0.0197, -0.9655, 0.4558, 0.5264, 0.0308, 0.0150, -1.0260, 0.5035, 0.4987, -0.0401, 0.0233, -1.0021, 0.4403, 0.3662, -0.0260, 0.0248], "gap_ev": [1.60, 9.33], "charge": -1, "spin_multiplicity": 2, "s_squared": 0.750}